Record 1
Here is a structure of composition C31H29Cl2N9RuS from the Open Molecules 2025 dataset. Energies are from ωB97M-V/def2-TZVPD.

Structure (XYZ):
```
73
Properties=species:S:1:pos:R:3:forces:R:3
Ru 0.09528 0.41467 0.65053 0.077 0.076 -0.078
N 2.26388 -2.38273 0.26533 -0.018 0.017 -0.033
C 2.83813 -1.11758 0.36122 -0.002 0.007 0.025
S 2.21663 0.04903 1.50400 0.037 -0.005 0.011
N 3.49583 -0.72095 -0.81742 0.007 -0.037 0.012
C 4.55387 0.16445 -0.83774 0.002 0.001 -0.005
C 5.38305 0.35115 0.27398 0.002 -0.001 0.002
C 6.46815 1.20822 0.19691 0.001 0.002 0.000
C 6.75697 1.90278 -0.97143 -0.003 -0.001 0.004
C 5.92503 1.72691 -2.07197 0.000 0.001 -0.006
C 4.83753 0.87509 -2.01141 -0.006 0.004 0.003
H 1.39601 -2.50616 0.77484 0.014 -0.011 0.022
H 2.18808 -2.72300 -0.68546 -0.003 -0.004 0.003
H 2.89127 -0.66523 -1.63236 -0.002 0.016 0.000
H 5.15430 -0.17348 1.19171 -0.001 -0.001 -0.001
H 7.09322 1.34231 1.07282 0.001 0.001 0.000
H 7.60098 2.58001 -1.01813 0.000 0.000 0.000
H 6.11300 2.27309 -2.98965 -0.001 0.001 0.001
H 4.17944 0.76813 -2.86707 0.000 0.004 -0.001
C -3.42335 -3.00393 -2.10521 0.001 0.003 -0.002
C -1.94552 -2.69557 -1.98072 -0.007 0.006 -0.014
N -1.78849 -1.42077 -1.31524 0.025 -0.023 0.033
C -2.49024 -1.09873 -0.20267 -0.003 0.012 0.000
N -2.02548 -0.17070 0.59581 -0.033 0.006 -0.027
C -2.82788 0.28307 1.72975 0.011 -0.017 0.015
C -4.29856 -0.06560 1.61130 -0.005 -0.001 0.003
C -4.41323 -1.52259 1.22563 -0.009 0.009 -0.012
N -3.70423 -1.72368 -0.02582 0.023 -0.030 0.030
C -4.04072 -2.95744 -0.72401 -0.012 0.014 -0.013
H -3.57924 -3.99395 -2.53744 0.002 0.000 -0.001
H -3.89377 -2.26016 -2.75379 -0.002 0.000 0.000
H -1.47999 -2.61701 -2.96122 0.003 0.000 0.001
H -1.43878 -3.49727 -1.42875 -0.004 0.000 0.005
H -0.89536 -0.92294 -1.41143 -0.008 0.009 -0.017
H -2.69552 1.36051 1.82472 -0.002 -0.001 0.002
H -2.42111 -0.15818 2.64622 0.001 -0.001 0.000
H -4.77548 0.54838 0.84162 0.000 -0.002 -0.001
H -4.80352 0.12326 2.56059 -0.001 0.003 0.000
H -5.45405 -1.81199 1.05972 0.001 -0.007 0.003
H -4.01843 -2.16877 2.01893 0.007 0.004 0.003
H -5.13171 -3.00616 -0.78651 -0.001 0.001 -0.002
H -3.71440 -3.82504 -0.14087 -0.004 -0.002 0.000
Cl 1.35992 3.37592 -0.97566 -0.001 -0.002 -0.002
C 1.53838 2.33401 -2.35336 0.006 -0.007 0.007
C 2.13494 2.86410 -3.47473 0.001 0.000 -0.001
C 2.35538 2.09439 -4.61451 0.002 0.003 0.004
C 1.96809 0.76093 -4.58257 -0.004 0.000 -0.004
C 1.37090 0.23876 -3.45650 -0.006 0.003 0.008
Cl 0.96031 -1.46709 -3.47992 0.003 -0.001 0.000
C 1.07660 0.97154 -2.25141 0.047 -0.023 -0.004
N 0.48841 0.41523 -1.21973 -0.076 0.045 -0.002
H 2.44766 3.90037 -3.44328 0.000 0.001 0.000
H 2.82944 2.51727 -5.48987 -0.001 0.000 -0.001
H 2.13780 0.10991 -5.43127 -0.001 0.000 0.000
N -0.65620 -3.22367 1.27699 -0.068 -0.064 -0.045
C -1.49811 -3.94195 1.61647 0.035 -0.009 0.119
C -2.52366 -4.81680 2.02998 -0.012 0.007 -0.077
C -3.26615 -4.55195 3.19815 -0.005 0.018 0.000
N -3.89050 -4.33246 4.14804 0.000 -0.005 0.000
C -2.85316 -5.92964 1.22962 0.038 -0.051 0.061
N -3.12620 -6.84411 0.57356 -0.025 0.031 -0.033
C -0.18965 1.72628 1.80501 0.006 0.003 -0.002
C -0.44708 2.89936 2.48410 -0.023 -0.012 0.007
C -0.60404 2.87984 3.90896 0.003 0.002 0.002
C -0.89531 4.02784 4.60617 0.001 0.002 -0.001
C -1.05137 5.25760 3.95353 0.000 0.000 0.003
C -0.91070 5.29507 2.56099 0.000 0.000 -0.005
C -0.62092 4.16369 1.83465 -0.004 0.002 -0.001
H -0.47957 1.93655 4.42631 -0.001 0.000 0.000
H -1.00254 3.97522 5.68479 -0.001 0.001 0.001
H -1.27838 6.15675 4.51234 0.000 0.000 0.001
H -1.03510 6.23662 2.03564 -0.001 0.000 0.001
H -0.53075 4.20901 0.75817 0.000 -0.001 0.002
```
Positions in Å, forces in eV/Å.

Properties
- charge = -2
- HOMO-LUMO gap (spin up / spin down) (eV) = 5.14 / 6.37
- multiplicity = 5
- molecular weight (g/mol) = 731.68
- relative energy (zero: lowest compared OMol25 entry of this formula, charge and spin) (eV) = 0.000
- HOMO level (spin up / spin down) (eV) = -0.68 / -1.92
- expectation value of S² = 6.06

Record 2
Here is a structure of composition C19H19BCoN10O2S at a distorted geometry from the Open Molecules 2025 dataset. Energies are from ωB97M-V/def2-TZVPD.

Structure (XYZ):
```
53
Properties=species:S:1:pos:R:3:forces:R:3
Co 0.43210 0.99182 -0.01698 0.977 0.201 -0.687
C 3.65630 3.61228 0.95306 -0.001 -0.037 0.092
C 2.40743 3.07737 1.27135 0.059 0.017 -0.179
N 1.95095 2.34989 0.25586 0.077 0.191 0.391
N 2.87888 2.39349 -0.71763 0.097 0.107 -0.158
C 3.91591 3.14635 -0.32128 0.046 0.097 0.116
B 2.67426 1.61076 -2.03621 -0.284 -0.185 0.257
N 1.28647 1.96825 -2.60881 0.128 0.127 -0.193
C 0.97381 2.42267 -3.83075 -0.079 0.048 0.046
C -0.39470 2.60017 -3.89402 0.033 0.011 -0.078
C -0.85778 2.21901 -2.63474 0.174 0.042 -0.089
N 0.16539 1.83657 -1.87079 -0.453 -0.056 -0.041
N 2.63921 0.09554 -1.68754 0.205 -0.036 -0.180
C 3.40083 -0.90584 -2.14811 -0.017 -0.126 0.050
C 2.98893 -2.08041 -1.54519 -0.029 -0.082 0.037
C 1.94215 -1.69339 -0.70936 0.060 0.095 -0.099
N 1.74053 -0.38143 -0.80894 -0.131 -0.191 0.155
H 4.27526 4.23447 1.57480 0.019 0.036 -0.075
H 1.81897 3.19563 2.16666 -0.002 -0.020 0.009
H 4.76793 3.30830 -0.95999 -0.048 -0.044 -0.057
H 3.54117 1.84387 -2.81586 0.086 0.018 -0.085
H 1.74106 2.59660 -4.56646 0.014 -0.003 0.026
H -0.96337 2.96001 -4.73313 -0.026 0.004 0.035
H -1.85776 2.21458 -2.23972 -0.019 -0.026 0.024
H 4.17851 -0.73184 -2.87254 -0.001 0.082 0.027
H 3.38370 -3.07138 -1.68375 0.031 0.031 -0.031
H 1.33108 -2.29090 -0.05201 0.002 0.022 0.027
N -4.29626 -4.96294 -0.32158 0.165 0.314 0.064
C -3.92688 -3.70880 -0.06192 -0.104 -0.366 -0.074
C -3.93462 -2.73839 -1.10223 0.014 0.312 -0.246
C -3.56042 -1.45243 -0.83549 -0.123 -0.212 -0.225
C -3.19358 -1.10787 0.47143 0.077 0.235 0.109
C -3.16872 -2.05114 1.51284 -0.239 -0.419 0.210
C -3.52867 -3.34051 1.25276 0.144 0.222 0.314
S -2.67582 0.53759 0.84482 1.477 0.451 0.150
O -2.80132 1.30995 -0.35480 -0.179 -0.277 -0.056
O -3.29475 0.97426 2.05028 -0.211 -0.234 -0.019
N -1.06188 0.24930 1.02924 -1.909 0.142 -0.213
C -0.47641 0.03360 2.24370 0.682 -0.322 1.095
N -1.11441 -0.37468 3.33775 -0.366 -0.006 -0.407
C -0.41503 -0.40796 4.46389 0.254 0.028 0.050
C 0.93468 -0.09262 4.51584 -0.038 -0.047 -0.058
C 1.54066 0.20619 3.30400 0.109 -0.094 0.134
N 0.85332 0.26821 2.17622 -0.644 0.093 -0.159
H -4.57009 -5.23862 -1.25251 -0.021 -0.064 0.039
H -4.26719 -5.66749 0.40003 -0.063 -0.034 -0.059
H -4.24251 -3.02752 -2.09922 0.000 -0.027 0.009
H -3.55811 -0.68901 -1.60225 0.012 -0.020 0.011
H -2.87763 -1.72643 2.50639 0.039 -0.012 -0.043
H -3.51958 -4.08621 2.03762 -0.029 -0.016 -0.014
H -0.96591 -0.70946 5.34770 0.077 -0.002 0.037
H 1.49701 -0.10954 5.43663 -0.028 -0.028 0.012
H 2.60690 0.39009 3.23097 -0.013 0.063 -0.003
```
Positions in Å, forces in eV/Å.

Properties
- charge = +1
- HOMO-LUMO gap (spin up / spin down) (eV) = 8.31 / 4.49
- multiplicity = 5
- molecular weight (g/mol) = 521.24
- relative energy (zero: lowest compared OMol25 entry of this formula, charge and spin) (eV) = 0.245
- HOMO level (spin up / spin down) (eV) = -11.29 / -11.28
- expectation value of S² = 6.03